[1]
The following is a DFT calculation (ωB97M-V/def2-TZVPD) of C7H8N4 in the gas phase at a distorted geometry.

Positions of all 19 atoms, in Å:
C (1.702926, -1.367587, 0.023425)
C (1.753589, 0.451781, -1.349593)
C (-0.599412, 0.708391, 1.392396)
C (1.122439, -0.091854, -0.201302)
C (-0.314576, 0.006384, 0.022190)
C (-1.001930, 0.972421, -1.035308)
C (-0.901483, -1.402440, 0.040533)
N (2.407223, -2.258549, 0.222007)
N (2.329919, 1.038210, -2.133118)
N (0.581106, 1.339571, 1.877008)
N (1.611632, 1.085446, 1.376185)
H (-1.347942, 1.373469, 1.307927)
H (-0.825637, -0.194926, 2.139638)
H (-0.482391, 1.971275, -1.172868)
H (-2.021753, 1.121410, -0.745450)
H (-0.936072, 0.484274, -1.969164)
H (-0.770922, -1.919607, -1.027099)
H (-1.930112, -1.389144, 0.320993)
H (-0.376609, -1.928528, 0.911594)

Cartesian forces, eV/Å:
1.72 -0.73 0.81
-0.59 0.56 1.14
1.52 -5.18 1.38
0.73 0.43 1.27
-1.81 1.78 -1.07
1.62 0.12 0.90
0.98 -1.04 -0.80
-0.52 -0.08 -0.06
0.85 0.72 -1.60
0.99 -0.37 -0.29
0.30 -0.25 -0.94
-2.79 2.14 0.15
0.17 2.35 -1.06
-0.50 -1.15 0.54
-0.63 0.14 -0.03
-0.24 -0.44 -1.26
-0.21 0.87 2.60
-0.96 0.02 -0.10
-0.62 0.12 -1.59

Computed properties:
E ... -13345.1908 eV
Maximum force ... 5.57 eV/A
E_HOMO (spin up / spin down) ... -9.4 / -9.4 eV
Energy relative to the best compared isomer or geometry (same formula, charge and spin) ... 384.6 kJ/mol

[2]
The following is a DFT calculation (ωB97M-V/def2-TZVPD) of a molecular structure, C10H13Cl2N3O2SY.

Positions of all 32 atoms, in Å:
Y (1.622835, 0.570052, -0.038820)
C (-1.852066, -3.250406, 0.696607)
C (-0.737372, -2.349513, 0.288215)
N (-0.856104, -1.381029, -0.544328)
O (-2.179606, -1.210051, -0.939028)
C (0.655548, -2.512319, 0.789876)
C (1.304151, -3.832371, 1.014025)
N (1.232230, -1.380319, 0.891389)
O (2.561161, -1.166090, 0.947382)
H (-2.374696, -3.631608, -0.180400)
H (-2.583783, -2.691850, 1.282795)
H (-1.484215, -4.079575, 1.295270)
H (-2.123472, -0.635139, -1.710659)
H (1.037414, -4.536589, 0.225719)
H (0.978796, -4.259614, 1.964695)
H (2.383470, -3.702734, 1.047068)
S (2.383971, 2.931627, 0.768348)
C (0.627994, 3.124714, 0.789532)
C (0.018803, 4.332362, 1.137995)
C (-1.356333, 4.402401, 1.173890)
C (-2.123474, 3.276593, 0.866997)
C (-1.466642, 2.120809, 0.527647)
N (-0.124513, 2.046172, 0.479552)
H (0.637357, 5.183489, 1.382578)
H (-1.839829, 5.330994, 1.447767)
H (-3.202473, 3.300446, 0.899052)
H (-2.002587, 1.209382, 0.290600)
Cl (0.875208, 1.443163, -2.742493)
C (2.219049, 0.573278, -3.523194)
Cl (3.014317, -0.488096, -2.336544)
H (2.939154, 1.302624, -3.873029)
H (1.815704, -0.040805, -4.318503)

Cartesian forces, eV/Å:
0.15 -0.22 0.06
0.00 -0.02 0.00
0.08 0.00 0.03
-0.07 0.03 -0.02
0.01 0.00 -0.02
-0.06 0.10 0.04
-0.01 0.00 -0.01
-0.06 0.02 -0.13
0.01 0.06 0.03
0.00 0.00 0.00
0.01 0.00 0.01
0.00 0.00 0.00
-0.01 -0.01 0.01
0.00 0.00 0.00
0.00 0.00 0.00
0.00 -0.01 0.00
-0.08 0.03 -0.02
0.02 -0.02 0.02
0.01 0.03 0.01
0.00 -0.01 0.00
0.01 0.00 0.00
-0.03 -0.02 0.00
-0.03 0.03 0.08
0.00 0.00 0.00
0.00 0.00 0.00
0.00 0.01 0.00
0.01 0.00 0.00
-0.01 0.02 -0.02
-0.03 0.03 -0.03
0.04 -0.03 0.00
0.00 -0.01 -0.01
0.02 0.00 -0.01

Computed properties:
E ... -56064.0525 eV
Maximum force ... 0.27 eV/A
E_HOMO ... -11.4 eV
Net charge ... +1
Energy relative to the best compared isomer or geometry (same formula, charge and spin) ... 12.0 kJ/mol

[3]
The following is a DFT calculation (ωB97M-V/def2-TZVPD) of 2 unconnected molecules or ions with the total composition C2H9N4O at a distorted geometry.

Positions of all 16 atoms, in Å:
C (-2.015992, 0.081551, -0.089837)
C (1.994244, -0.353044, -0.444419)
N (-2.024062, -1.106044, -0.125035)
N (-2.404131, 1.274557, -0.298492)
N (0.063396, 0.686150, 0.758459)
N (-1.534786, -2.239342, 0.306055)
O (0.589070, -0.206386, -0.189619)
H (1.947401, -0.904008, -1.334573)
H (2.491709, -0.755767, 0.304223)
H (2.568677, 0.566578, -0.795986)
H (-2.167044, 1.751571, -1.157890)
H (-3.246257, 1.597099, 0.294034)
H (0.536356, 1.590016, 0.698961)
H (0.181465, 0.274075, 1.697711)
H (-1.795830, -2.975640, -0.442905)
H (-0.630489, -2.048558, 0.616201)

Cartesian forces, eV/Å:
0.00 -2.62 -0.37
-1.53 4.01 -3.08
-0.94 2.75 -0.11
-2.93 1.68 1.17
0.76 -0.44 0.90
-2.34 -1.69 -2.11
-0.15 -0.15 -0.49
0.30 -1.40 -0.95
2.21 -2.22 3.56
-1.16 -0.45 0.80
0.02 0.15 0.18
1.91 -0.35 -1.53
-0.03 -0.20 0.09
0.36 0.50 -0.44
1.31 1.21 2.12
2.19 -0.79 0.27

Computed properties:
E ... -10216.3100 eV
Maximum force ... 5.28 eV/A
E_HOMO ... -14.1 eV
Net charge ... +1
Energy relative to the best compared isomer or geometry (same formula, charge and spin) ... 669.6 kJ/mol

[4]
The following is a DFT calculation (ωB97M-V/def2-TZVPD) of a molecular structure, C44H57AsCsF6N2O7P2Si at a distorted geometry.

Positions of all 121 atoms, in Å:
Cs (-0.153610, -2.535840, 2.022230)
C (-3.698101, -0.214609, 0.354493)
Si (-2.304975, 0.559766, -0.647453)
C (-2.878630, 0.363650, -2.453271)
C (-4.225819, 0.639691, -2.722424)
C (-4.759428, 0.514838, -3.993764)
C (-3.939616, 0.104174, -5.036128)
C (-2.604366, -0.168563, -4.791415)
C (-2.055792, -0.042297, -3.511615)
P (-0.269570, -0.337303, -3.132027)
C (0.190839, -1.470601, -4.536390)
C (1.679472, -1.850376, -4.554474)
C (2.098750, -2.730981, -3.380776)
C (1.267964, -4.006905, -3.347411)
C (-0.211873, -3.664647, -3.265302)
C (-0.633143, -2.772047, -4.432160)
C (0.285390, 1.416313, -3.506006)
C (0.180014, 1.939604, -4.943441)
C (1.428968, 1.680739, -5.782544)
C (2.676238, 2.230838, -5.095644)
C (2.851546, 1.639435, -3.700422)
C (1.605425, 1.843432, -2.847577)
C (-2.069090, 2.425614, -0.420278)
C (-2.265546, 3.320292, -1.481752)
C (-2.025649, 4.676389, -1.332346)
C (-1.589203, 5.172072, -0.110580)
C (-1.387061, 4.301492, 0.948804)
C (-1.609009, 2.930689, 0.809839)
P (-1.252460, 1.621494, 2.051632)
C (-2.041482, 2.076281, 3.673016)
C (-3.276370, 1.209703, 3.943703)
C (-3.633231, 1.225796, 5.443093)
C (-3.119233, 2.487471, 6.142467)
C (-3.273867, 3.690095, 5.221386)
C (-2.408032, 3.540300, 3.951286)
C (0.556342, 1.727155, 2.397529)
C (1.171831, 2.970398, 3.068527)
C (1.814538, 3.999201, 2.130223)
C (2.685805, 3.361825, 1.025392)
C (2.742257, 1.841364, 1.129554)
C (1.320983, 1.293652, 1.132572)
H (-4.570630, 0.445705, 0.388121)
H (-3.392647, -0.424806, 1.375613)
H (-3.994758, -1.146730, -0.130172)
H (-4.876228, 0.955822, -1.913528)
H (-5.807565, 0.727543, -4.168177)
H (-4.340163, -0.008108, -6.036707)
H (-1.982907, -0.497965, -5.613924)
H (-0.046008, -0.982064, -5.488856)
H (2.309556, -0.965988, -4.620103)
H (1.853644, -2.409585, -5.484575)
H (1.965811, -2.202686, -2.431656)
H (3.164429, -2.963511, -3.464920)
H (1.543965, -4.635580, -2.504778)
H (1.460871, -4.583771, -4.263898)
H (-0.401467, -3.184748, -2.300701)
H (-0.811998, -4.576895, -3.262640)
H (-1.702220, -2.557744, -4.375901)
H (-0.476406, -3.320926, -5.371289)
H (-0.495091, 1.926512, -2.930270)
H (0.024674, 3.026484, -4.900864)
H (-0.706314, 1.528885, -5.432951)
H (1.309100, 2.141634, -6.767938)
H (1.548949, 0.609102, -5.957539)
H (2.575723, 3.320431, -5.008318)
H (3.565359, 2.047581, -5.705166)
H (3.711154, 2.095002, -3.201463)
H (3.083269, 0.575887, -3.773391)
H (1.523134, 2.915621, -2.625239)
H (1.715006, 1.336570, -1.887170)
H (-2.615925, 2.950201, -2.438861)
H (-2.180502, 5.346644, -2.169950)
H (-1.395632, 6.230903, 0.013954)
H (-1.031035, 4.691572, 1.891749)
H (-1.269632, 1.762225, 4.383835)
H (-3.096214, 0.184753, 3.623597)
H (-4.108013, 1.590736, 3.337913)
H (-3.208796, 0.342149, 5.920545)
H (-4.720066, 1.164957, 5.558932)
H (-2.066230, 2.360100, 6.408244)
H (-3.655273, 2.644213, 7.082108)
H (-3.016559, 4.619312, 5.736754)
H (-4.328745, 3.780288, 4.940107)
H (-1.501976, 4.142298, 4.052837)
H (-2.955147, 3.949567, 3.098658)
H (0.661800, 0.914455, 3.121060)
H (1.946902, 2.609268, 3.750510)
H (0.440798, 3.459428, 3.715184)
H (2.426506, 4.666593, 2.743952)
H (1.054825, 4.632666, 1.671103)
H (3.691178, 3.790704, 1.033085)
H (2.257938, 3.603247, 0.046530)
H (3.267557, 1.520184, 2.033627)
H (3.304210, 1.430497, 0.287337)
H (1.315427, 0.204780, 1.056412)
H (0.813430, 1.665934, 0.233367)
O (0.187232, -5.794459, -0.242389)
C (0.828640, -4.819797, 0.187238)
O (0.567917, -3.601477, -0.015812)
C (2.035529, -5.143369, 1.086018)
C (2.610252, -6.367931, 0.879452)
C (3.706232, -6.809060, 1.635138)
C (4.189519, -6.044166, 2.680284)
C (3.593159, -4.835346, 2.943456)
C (2.563839, -4.232250, 2.108319)
O (2.208305, -3.047796, 2.236653)
N (4.144071, -4.097380, 4.078616)
O (3.436784, -3.303160, 4.656352)
O (5.299715, -4.350945, 4.423978)
N (4.321064, -8.076638, 1.354246)
O (3.884202, -8.751014, 0.428037)
O (5.265077, -8.445871, 2.049960)
H (2.178413, -7.000600, 0.118075)
H (5.013374, -6.384025, 3.287255)
F (-0.892562, -0.822676, 3.762042)
As (-0.083055, -1.342237, 5.223134)
F (1.421100, -1.013763, 4.433518)
F (-0.147793, 0.306772, 5.802814)
F (0.726657, -1.867254, 6.650590)
F (-1.639443, -1.646425, 5.942141)
F (-0.070467, -2.968086, 4.596188)

Cartesian forces, eV/Å:
-2.69 0.89 -0.65
-0.08 0.05 -0.01
0.18 -0.07 -0.02
-0.12 0.04 0.00
-0.01 0.00 0.00
0.00 0.00 -0.01
-0.01 0.01 0.00
0.00 0.01 0.02
0.03 -0.03 -0.07
-0.03 -0.03 0.17
0.02 -0.05 -0.04
-0.02 -0.01 -0.08
0.05 -0.01 0.08
-0.01 -0.04 -0.05
-0.06 0.01 0.03
-0.04 -0.01 -0.05
-0.03 0.05 -0.11
-0.01 0.02 0.00
0.01 -0.03 -0.03
0.01 0.07 0.00
0.03 -0.06 0.00
-0.02 0.06 0.07
-0.07 0.05 -0.03
-0.02 -0.01 0.01
0.00 0.01 -0.01
0.00 -0.01 0.00
-0.01 -0.05 0.02
0.05 0.08 0.03
-0.08 -0.10 -0.12
0.06 0.06 0.10
-0.01 -0.01 -0.04
-0.01 -0.05 0.01
0.03 0.00 0.05
-0.03 0.04 -0.01
0.03 0.04 -0.09
0.05 -0.03 0.06
0.01 0.00 0.04
0.02 0.07 0.01
0.02 0.02 -0.05
0.02 -0.06 -0.02
-0.01 -0.02 -0.08
-0.02 -0.01 0.02
0.03 -0.01 0.02
-0.02 -0.02 0.01
-0.01 0.00 0.01
0.00 0.00 -0.01
0.00 0.00 -0.01
-0.02 -0.01 -0.02
0.03 0.02 0.01
0.02 0.07 0.02
0.00 0.00 0.01
-0.02 0.01 0.00
-0.01 -0.01 0.00
0.02 -0.01 0.12
0.00 0.00 0.00
0.03 0.00 -0.02
0.01 -0.01 -0.01
0.02 0.01 0.01
-0.01 -0.01 0.00
0.01 0.00 0.01
0.01 0.00 0.02
0.02 0.00 -0.01
0.00 0.01 0.01
0.01 -0.04 0.04
0.00 0.00 0.00
-0.01 -0.03 0.00
-0.02 0.03 0.01
-0.01 -0.04 -0.02
0.00 0.01 0.01
0.01 -0.02 0.03
0.00 -0.01 0.00
0.00 0.01 0.00
0.00 0.01 0.00
-0.04 0.01 0.03
-0.02 -0.01 -0.01
-0.01 0.00 0.00
-0.01 0.01 0.01
0.02 0.00 0.01
-0.01 -0.01 0.00
0.00 -0.01 -0.02
-0.02 0.01 -0.01
0.00 -0.01 0.01
0.00 -0.02 -0.01
0.01 -0.01 0.02
0.00 0.00 -0.03
0.02 0.00 0.04
0.01 -0.01 -0.03
-0.01 0.02 -0.01
-0.01 0.01 0.00
0.03 -0.06 0.00
0.01 -0.03 0.03
0.00 0.02 -0.01
-0.01 0.02 0.02
-0.02 -0.01 -0.02
0.03 0.01 -0.01
0.00 0.02 -0.02
0.03 -0.02 -0.10
0.08 -0.04 -0.15
0.85 -1.11 -2.00
0.00 -0.12 0.03
-0.12 0.12 0.06
0.13 -0.24 -0.03
-0.10 0.08 0.00
0.29 0.09 0.08
0.32 -0.20 -0.31
1.91 -0.54 0.15
-0.15 -0.13 -0.06
0.02 0.02 0.02
0.06 0.06 -0.02
-0.13 0.14 0.05
0.02 -0.03 -0.03
0.04 -0.03 0.01
0.02 -0.03 0.00
-0.01 -0.01 0.00
-0.71 1.12 0.92
0.42 -0.10 0.79
-0.14 0.11 0.08
0.00 -0.05 0.03
-0.12 0.14 0.02
0.05 0.07 -0.01
-0.07 -0.10 1.07

Computed properties:
E ... -168014.9996 eV
Spin multiplicity ... 2
Maximum force ... 2.91 eV/A
E_HOMO (spin up / spin down) ... -2.7 / -2.8 eV
Net charge ... -2
Energy relative to the best compared isomer or geometry (same formula, charge and spin) ... 111.2 kJ/mol

[5]
The following is a DFT calculation (ωB97M-V/def2-TZVPD) of 3 unconnected molecules or ions with the total composition C2H5ClO2P at a distorted geometry.

Positions of all 11 atoms, in Å:
C (-2.591994, 0.540179, -0.360694)
C (-1.338022, 0.218867, -0.104366)
O (1.569652, 2.227376, -0.237274)
O (2.088968, -0.284685, -0.399623)
P (1.368853, 0.842310, 0.159485)
Cl (2.716645, -2.900923, 0.393533)
H (-3.346758, -0.240431, -0.351230)
H (-3.149758, 1.436933, -0.484981)
H (-1.064540, -0.903258, -0.085198)
H (2.334518, -1.763216, -0.060008)
H (1.412433, 0.826850, 1.530359)

Cartesian forces, eV/Å:
-0.73 -1.08 0.39
3.39 -1.31 -0.09
0.08 1.23 -0.66
0.63 -1.87 -1.21
-2.84 1.60 0.52
0.52 -1.84 0.60
-0.05 -0.68 -0.23
0.58 1.46 0.01
-0.88 1.55 0.18
-0.36 1.43 -0.39
-0.32 -0.47 0.89

Computed properties:
E ... -28061.3802 eV
Maximum force ... 3.63 eV/A
E_HOMO (spin up / spin down) ... -3.9 / -3.9 eV
Net charge ... -1
Energy relative to the best compared isomer or geometry (same formula, charge and spin) ... 374.5 kJ/mol

[6]
The following is a DFT calculation (ωB97M-V/def2-TZVPD) of a molecular structure, C6H9I at a distorted geometry.

Positions of all 16 atoms, in Å:
C (-0.130414, 1.176096, -1.264408)
C (0.552192, 1.608114, -0.174223)
C (-0.157642, -0.221819, -0.856209)
C (0.643317, 0.221906, 0.360849)
C (-1.574231, -0.978107, -0.693544)
C (0.555715, -0.277029, 1.762854)
I (3.637664, -0.237954, -0.295693)
H (-0.636423, 1.856048, -1.945814)
H (0.729039, 2.605748, 0.139770)
H (0.457344, -0.918069, -1.472798)
H (-1.623350, -1.577251, 0.172475)
H (-1.667905, -1.729876, -1.547052)
H (-2.383640, -0.257513, -0.661501)
H (1.427050, 0.131163, 2.400126)
H (0.497784, -1.461524, 1.853203)
H (-0.326499, 0.060066, 2.221964)

Cartesian forces, eV/Å:
-0.20 2.49 1.02
-0.29 -1.64 -0.34
-0.48 -4.22 -1.05
0.26 1.48 0.33
1.58 0.37 -1.95
2.75 -2.19 0.36
-1.50 0.11 0.33
-0.04 -0.72 -0.41
0.71 0.46 0.52
-0.23 0.60 0.25
0.17 -0.55 1.28
-0.14 1.34 0.93
-0.20 -0.02 -0.19
-1.33 -0.81 -1.10
0.45 2.53 -0.43
-1.51 0.76 0.45

Computed properties:
E ... -14465.0820 eV
Maximum force ... 4.38 eV/A
E_HOMO (spin up / spin down) ... -8.1 / -8.1 eV
Energy relative to the best compared isomer or geometry (same formula, charge and spin) ... 188.3 kJ/mol